{"formula": "C58H162N18O16", "method": "the ωB97M-V functional and the def2-TZVPD basis", "mol_weight_g_mol": 1368.0, "homo_lumo_gap_ev": 8.732, "e_homo_ev": -8.432, "relative_energy_ev": 1.144, "spin_multiplicity": 1, "elements": ["C", "C", "C", "O", "C", "N", "H", "H", "H", "H", "H", "H", "H", "H", "H", "H", "H", "C", "C", "C", "O", "C", "N", "H", "H", "H", "H", "H", "H", "H", "H", "H", "H", "H", "C", "C", "C", "O", "C", "N", "H", "H", "H", "H", "H", "H", "H", "H", "H", "H", "H", "C", "C", "C", "O", "C", "N", "H", "H", "H", "H", "H", "H", "H", "H", "H", "H", "H", "C", "C", "C", "O", "C", "N", "H", "H", "H", "H", "H", "H", "H", "H", "H", "H", "H", "C", "C", "C", "O", "C", "N", "H", "H", "H", "H", "H", "H", "H", "H", "H", "H", "H", "C", "C", "C", "O", "C", "N", "H", "H", "H", "H", "H", "H", "H", "H", "H", "H", "H", "C", "C", "C", "O", "C", "N", "H", "H", "H", "H", "H", "H", "H", "H", "H", "H", "H", "C", "C", "C", "O", "C", "N", "H", "H", "H", "H", "H", "H", "H", "H", "H", "H", "H", "C", "C", "C", "O", "C", "N", "H", "H", "H", "H", "H", "H", "H", "H", "H", "H", "H", "C", "C", "C", "O", "C", "N", "H", "H", "H", "H", "H", "H", "H", "H", "H", "H", "H", "C", "C", "C", "O", "C", "N", "H", "H", "H", "H", "H", "H", "H", "H", "H", "H", "H", "C", "C", "C", "O", "C", "N", "H", "H", "H", "H", "H", "H", "H", "H", "H", "H", "H", "C", "C", "C", "O", "C", "N", "H", "H", "H", "H", "H", "H", "H", "H", "H", "H", "H", "C", "O", "N", "N", "H", "H", "H", "H", "C", "O", "N", "N", "H", "H", "H", "H"], "positions_angstrom": [[6.445, -0.023, 1.614], [4.939, -0.459, 1.625], [4.851, -1.639, 2.628], [5.843, -2.639, 2.353], [5.947, -3.574, 3.417], [4.064, 0.679, 1.906], [6.451, 0.944, 1.140], [7.156, -0.612, 1.037], [6.792, 0.047, 2.621], [4.522, -0.881, 0.721], [3.758, -1.917, 2.504], [4.888, -1.265, 3.701], [6.407, -3.030, 4.335], [6.711, -4.292, 3.049], [5.012, -4.116, 3.662], [3.116, 0.287, 1.985], [4.327, 1.145, 2.739], [-1.102, -4.086, 3.199], [-2.478, -3.730, 3.695], [-3.385, -3.366, 2.505], [-4.616, -2.983, 3.058], [-5.574, -2.493, 2.100], [-2.962, -4.867, 4.450], [-0.706, -3.279, 2.603], [-1.208, -4.972, 2.553], [-0.410, -4.287, 4.004], [-2.464, -2.907, 4.413], [-3.443, -4.327, 1.938], [-2.957, -2.557, 1.932], [-5.760, -3.127, 1.239], [-5.237, -1.531, 1.666], [-6.461, -2.362, 2.604], [-3.879, -4.719, 4.883], [-3.115, -5.567, 3.748], [-1.782, -3.448, -7.179], [-2.627, -2.131, -7.156], [-3.223, -1.987, -5.730], [-4.087, -0.886, -5.609], [-5.485, -1.193, -5.544], [-1.851, -0.930, -7.307], [-2.486, -4.256, -7.371], [-1.231, -3.664, -6.237], [-1.029, -3.449, -7.928], [-3.407, -2.135, -7.882], [-2.315, -1.918, -5.131], [-3.798, -2.888, -5.424], [-5.852, -0.234, -5.121], [-5.743, -1.926, -4.754], [-5.864, -1.461, -6.532], [-2.402, -0.044, -7.266], [-1.407, -0.976, -8.237], [-1.108, -4.586, -1.835], [-0.825, -3.224, -2.332], [-2.062, -2.401, -2.026], [-3.157, -3.057, -2.653], [-4.444, -2.528, -2.320], [0.366, -2.648, -1.776], [-1.346, -4.469, -0.789], [-0.246, -5.313, -1.959], [-2.013, -4.919, -2.362], [-0.782, -3.251, -3.475], [-1.875, -1.311, -2.292], [-2.289, -2.348, -0.982], [-4.368, -2.284, -1.212], [-5.091, -3.322, -2.702], [-4.565, -1.590, -2.975], [1.074, -3.429, -1.884], [0.631, -1.908, -2.405], [-2.480, 3.953, -1.303], [-3.219, 2.932, -0.399], [-3.680, 1.720, -1.243], [-4.283, 0.666, -0.500], [-5.699, 0.899, -0.266], [-2.291, 2.439, 0.649], [-3.229, 4.659, -1.668], [-1.964, 3.533, -2.158], [-1.752, 4.460, -0.680], [-4.097, 3.401, 0.056], [-2.836, 1.247, -1.785], [-4.338, 2.085, -2.022], [-5.928, 0.211, 0.558], [-6.222, 0.764, -1.221], [-5.795, 1.833, 0.250], [-2.842, 1.669, 1.024], [-2.319, 3.137, 1.394], [-2.087, 4.806, -6.578], [-3.143, 3.826, -5.932], [-4.500, 4.134, -6.554], [-4.845, 5.416, -6.222], [-5.998, 5.974, -6.849], [-2.858, 2.418, -6.299], [-2.113, 4.649, -7.594], [-1.143, 4.469, -6.151], [-2.230, 5.885, -6.366], [-3.129, 4.057, -4.793], [-5.271, 3.485, -6.160], [-4.465, 4.022, -7.597], [-6.889, 5.318, -6.799], [-5.842, 6.283, -7.936], [-6.232, 6.798, -6.258], [-1.899, 2.150, -6.094], [-3.473, 1.805, -5.780], [2.639, -0.803, -7.039], [1.482, 0.178, -6.875], [0.753, -0.150, -5.530], [-0.122, 0.961, -5.299], [-0.857, 0.741, -4.063], [1.937, 1.650, -6.949], [3.146, -0.563, -7.999], [2.305, -1.800, -6.840], [3.412, -0.625, -6.261], [0.710, 0.118, -7.612], [1.430, -0.344, -4.686], [0.211, -1.077, -5.648], [-0.203, 0.697, -3.178], [-1.570, -0.139, -4.080], [-1.528, 1.646, -4.033], [1.221, 2.247, -6.546], [2.790, 1.746, -6.447], [1.608, -5.250, 0.490], [2.639, -5.695, -0.452], [3.945, -5.622, 0.285], [4.956, -6.071, -0.518], [6.248, -6.041, 0.026], [2.223, -7.005, -1.026], [1.418, -4.133, 0.406], [1.867, -5.508, 1.497], [0.647, -5.661, 0.317], [2.755, -5.038, -1.334], [3.896, -6.245, 1.203], [4.055, -4.578, 0.635], [6.411, -6.967, 0.649], [6.340, -5.256, 0.761], [6.890, -5.973, -0.826], [1.845, -7.588, -0.291], [3.058, -7.549, -1.252], [1.503, -2.209, 5.986], [0.096, -1.725, 6.127], [-0.729, -2.593, 7.080], [-2.041, -2.171, 6.974], [-3.024, -3.081, 7.371], [-0.001, -0.331, 6.507], [2.089, -2.095, 6.889], [2.055, -1.604, 5.280], [1.696, -3.218, 5.628], [-0.256, -1.809, 5.093], [-0.211, -2.620, 8.079], [-0.710, -3.607, 6.589], [-3.940, -2.941, 6.724], [-3.306, -2.858, 8.403], [-2.787, -4.131, 7.198], [0.626, -0.133, 7.241], [-0.942, -0.150, 6.765], [-2.092, 1.844, 4.378], [-2.737, 0.531, 4.680], [-3.483, 0.435, 6.024], [-2.676, 0.880, 7.052], [-3.441, 0.936, 8.283], [-3.692, 0.184, 3.660], [-1.456, 1.752, 3.512], [-1.502, 2.301, 5.160], [-2.824, 2.562, 4.208], [-1.863, -0.227, 4.727], [-3.850, -0.576, 6.151], [-4.360, 1.098, 5.894], [-2.774, 1.333, 9.058], [-3.817, -0.016, 8.499], [-4.316, 1.514, 8.094], [-3.386, 0.174, 2.698], [-4.125, -0.748, 3.842], [2.229, 3.359, -2.363], [2.803, 1.980, -2.454], [4.168, 1.961, -3.116], [4.083, 2.530, -4.377], [5.205, 3.036, -4.949], [2.898, 1.205, -1.196], [2.198, 3.870, -3.327], [2.932, 3.889, -1.629], [1.248, 3.301, -1.817], [2.079, 1.425, -3.141], [4.617, 0.996, -3.072], [4.799, 2.574, -2.419], [5.037, 3.250, -6.046], [6.129, 2.417, -4.837], [5.513, 4.070, -4.535], [3.475, 1.644, -0.528], [1.990, 1.098, -0.732], [2.544, 2.185, 6.789], [2.403, 2.447, 5.294], [3.655, 2.955, 4.674], [4.718, 2.012, 4.727], [6.004, 2.470, 4.383], [1.935, 1.196, 4.553], [3.168, 1.308, 6.892], [1.595, 1.937, 7.129], [3.031, 2.984, 7.363], [1.613, 3.229, 5.132], [3.923, 3.910, 5.146], [3.438, 3.258, 3.662], [6.160, 3.433, 4.801], [6.156, 2.436, 3.305], [6.697, 1.767, 4.880], [1.086, 0.855, 5.012], [2.688, 0.553, 4.528], [1.104, 4.493, 2.624], [0.440, 5.096, 1.452], [-0.681, 5.984, 1.839], [-1.612, 5.177, 2.531], [-2.759, 5.820, 3.050], [1.320, 5.945, 0.638], [1.972, 3.824, 2.478], [0.510, 3.935, 3.341], [1.550, 5.415, 3.200], [0.038, 4.239, 0.840], [-1.133, 6.514, 0.986], [-0.268, 6.804, 2.538], [-3.261, 6.271, 2.174], [-2.454, 6.579, 3.747], [-3.423, 5.085, 3.436], [1.834, 6.620, 1.256], [1.999, 5.377, 0.174], [4.999, -3.489, -3.167], [4.830, -2.536, -2.017], [6.145, -1.813, -1.817], [6.352, -0.883, -2.843], [7.366, -0.017, -2.472], [3.560, -1.768, -2.149], [5.449, -2.984, -4.041], [4.129, -3.980, -3.599], [5.678, -4.302, -2.912], [4.820, -3.013, -1.048], [7.004, -2.520, -1.820], [6.104, -1.270, -0.873], [8.283, -0.530, -2.158], [7.099, 0.632, -1.604], [7.600, 0.630, -3.313], [3.554, -1.038, -1.432], [3.582, -1.231, -3.038], [0.665, 0.078, 1.082], [1.540, -0.695, 1.461], [0.286, 1.131, 1.897], [0.152, 0.060, -0.150], [-0.324, 1.816, 1.437], [0.846, 1.234, 2.698], [0.027, -0.898, -0.574], [-0.653, 0.714, -0.243], [-6.105, 3.109, 2.499], [-4.988, 3.294, 2.134], [-7.095, 4.035, 2.210], [-6.445, 2.072, 3.343], [-8.005, 3.993, 2.631], [-6.838, 4.872, 1.689], [-7.329, 1.668, 3.315], [-5.654, 1.422, 3.538]]}